Molecular formula: C4H16Ca4O20S4
Method: DFT, the ωB97M-V functional and the def2-TZVPD basis

Calculated values
DFT total energy: -5969.91377 hartree
Frontier orbital gap: 4.56 eV
HOMO level: -7.8 eV

The geometry in XYZ format:
```
48
Properties=species:S:1:pos:R:3:forces:R:3:lowdin_charge:R:1
Ca 3.255737 0.687308 -0.586546 -2.3 0.3 1.8 1.62
Ca -0.373173 -4.433264 1.217763 2.0 2.9 0.2 1.70
Ca 2.860218 -1.057942 3.720580 -1.6 0.1 -1.9 1.64
Ca -1.632624 1.757375 3.540796 1.3 -2.2 -0.6 1.64
S 2.849006 3.246536 2.315676 0.4 3.9 0.3 0.09
O 3.314610 1.925823 2.521278 3.7 -8.0 1.6 -0.49
O 1.481877 3.156181 2.747481 -4.0 1.1 1.2 -0.44
O 3.653702 4.244083 3.062596 -1.1 -1.0 -1.3 -0.38
O 2.903873 3.367909 0.848438 0.4 0.5 -2.6 -0.47
S 3.441704 -3.627306 0.966621 -1.1 -2.4 -0.3 0.11
O 4.580019 -4.484199 1.073153 0.7 -0.9 -0.1 -0.34
O 2.529667 -3.958228 -0.148231 -1.0 -0.3 -0.8 -0.45
O 2.579134 -3.756854 2.183369 -1.6 0.6 2.3 -0.52
O 3.874163 -2.257071 0.883993 0.7 4.7 0.1 -0.45
S -0.391696 -0.295652 0.069026 0.3 0.8 -0.6 0.03
O -1.434206 0.528397 0.637286 -2.3 1.9 1.5 -0.41
O 0.218881 0.343773 -1.084055 1.4 1.2 -2.0 -0.42
O 0.630035 -0.506295 1.033776 4.4 -0.2 3.9 -0.44
O -0.882644 -1.590786 -0.278603 -2.0 -4.2 -1.0 -0.41
S -1.292342 -1.673920 5.078748 -2.0 1.1 3.1 0.08
O -1.200839 -2.624512 4.039601 0.8 -4.2 -3.9 -0.42
O -2.509177 -0.873018 4.838140 -1.6 2.0 -0.4 -0.47
O -1.281389 -2.260040 6.413144 0.2 0.1 -0.5 -0.37
O -0.219168 -0.694769 4.903170 3.9 2.7 -0.6 -0.50
C -5.289366 -1.491935 0.531328 2.0 -0.9 2.5 -0.21
O -5.189012 -0.404115 -0.286484 -0.9 1.5 -2.0 -0.09
H -6.152537 -1.566389 1.192767 -0.3 0.4 -0.3 0.08
H -5.067937 -2.487645 0.147088 -0.4 0.0 -1.0 0.07
H -4.399135 -1.287318 1.126072 -0.2 -1.2 1.4 0.07
H -4.403700 0.057690 0.016202 -0.1 0.2 -0.6 0.07
C -2.183934 5.069840 1.139789 -1.1 -0.5 -0.9 -0.15
O -2.122513 5.143793 2.568433 0.2 0.0 -0.4 -0.14
H -1.445454 4.421215 0.668566 0.2 -0.2 0.5 0.08
H -3.189578 4.711851 0.919273 0.0 -0.6 0.0 0.07
H -2.201007 5.964141 0.516861 0.5 0.8 0.9 0.08
H -1.607511 5.910943 2.828920 0.3 -0.1 0.1 0.08
C 3.509290 -1.880003 -4.709829 0.4 0.5 0.8 -0.12
O 3.277513 -1.684665 -3.286244 0.4 0.7 -0.6 -0.15
H 2.584448 -1.831054 -5.284602 0.0 -0.5 0.1 0.08
H 4.123295 -1.053128 -5.066727 -0.1 0.3 0.3 0.07
H 4.157619 -2.737657 -4.889294 -0.6 -0.4 0.0 0.08
H 2.825391 -2.423770 -2.872842 0.0 -0.3 -0.2 0.07
C -0.776708 0.216843 -6.190944 -0.9 0.9 0.8 -0.14
O -0.453169 1.371596 -5.359725 0.1 -1.1 -0.7 -0.13
H -1.661743 0.513272 -6.753911 0.3 0.1 -0.4 0.07
H 0.030143 -0.112115 -6.845832 0.1 0.2 0.1 0.07
H -1.157276 -0.611886 -5.593877 0.4 -0.1 0.2 0.07
H -0.162485 1.026968 -4.512186 0.0 0.1 0.2 0.06
```
Forces are in eV/Å.

Molecular formula: N2
Method: DFT, the ωB97M-V functional and the def2-TZVPD basis

Calculated values
DFT total energy: -109.42478 hartree
Frontier orbital gap: 12.85 eV
HOMO level: -13.6 eV

The geometry in XYZ format:
```
2
Properties=species:S:1:pos:R:3:forces:R:3:lowdin_charge:R:1
N 0.000000 0.000000 0.685684 0.0 0.0 -17.9 0.00
N 0.000000 0.000000 -0.685684 0.0 0.0 17.9 0.00
```
Forces are in eV/Å.

Molecular formula: C12H26N6O3
Method: DFT, the ωB97M-V functional and the def2-TZVPD basis

Calculated values
DFT total energy: -1026.96189 hartree
Frontier orbital gap: 8.88 eV
HOMO level: -8.5 eV

The geometry in XYZ format:
```
47
Properties=species:S:1:pos:R:3:forces:R:3:lowdin_charge:R:1
H 1.290641 -3.419403 3.579870 0.3 0.8 -0.9 0.00
N 0.432641 -3.435909 4.075643 -2.9 -1.0 1.3 0.09
C -0.724713 -3.039143 3.618006 2.7 -0.4 1.1 -0.60
N -1.916845 -3.238529 4.306937 1.1 -0.2 1.2 0.11
N -0.861225 -2.256088 2.562851 1.7 1.0 -1.1 0.02
C -2.107450 -1.903567 2.019112 -0.4 -1.2 -2.0 -0.23
C -2.025208 -1.001978 0.768567 -1.6 -0.8 1.5 -0.16
C -1.353589 -1.661249 -0.387019 1.0 2.6 -1.8 -0.15
C -1.830703 -1.036466 -1.744402 4.1 -1.8 -2.0 -0.27
N -2.150639 0.330672 -1.799607 0.4 1.1 1.6 0.10
C -1.196893 1.326903 -1.678401 -0.4 2.9 -3.8 -0.36
O -1.511842 2.542484 -1.682641 -0.3 -3.3 1.0 0.04
C 0.258986 0.957220 -2.033122 1.2 2.3 3.0 -0.28
N 0.744046 0.988930 -3.364272 -2.5 -0.8 -1.5 0.04
C 0.970139 2.320869 -1.380593 -0.5 -2.7 1.4 -0.15
C 2.441113 2.344736 -1.087204 0.4 -1.3 1.2 -0.20
C 2.715550 2.230425 0.435663 0.4 -0.3 -0.9 -0.25
C 4.181410 2.410362 0.837246 -1.6 1.5 3.4 -0.29
N 4.787800 3.743566 0.388398 -2.4 1.2 2.4 -0.04
C -2.909794 -1.823734 -2.383170 -1.1 -0.1 -0.3 -0.49
O -3.382812 -2.843549 -1.924000 0.2 0.9 -0.7 0.11
O -3.384986 -1.180779 -3.508953 -4.3 -3.2 1.5 0.04
H -2.608790 -3.759483 3.795632 -0.1 -0.2 0.0 0.09
H -1.569902 -3.706706 5.135620 -0.8 -0.4 0.2 0.09
H -0.002399 -2.250204 2.033073 -0.4 0.5 -0.5 0.15
H -2.490735 -2.856639 1.551611 -0.6 0.7 0.6 0.13
H -2.779273 -1.543585 2.804129 0.1 0.1 -0.3 0.13
H -1.562568 -0.030540 1.008223 -0.8 0.0 -0.2 0.13
H -3.149287 -1.091453 0.562931 1.3 1.4 -0.2 0.15
H -1.447258 -2.681701 -0.390448 -0.9 -2.6 -0.2 0.09
H -0.278714 -1.544855 -0.484801 0.4 0.4 0.9 0.10
H -0.902026 -1.099081 -2.533505 -2.1 -0.4 1.7 0.20
H -2.902600 0.483898 -1.177719 -1.4 0.9 0.3 0.13
H 0.466989 -0.024030 -1.535357 0.4 1.0 0.1 0.11
H 0.075704 0.875408 -4.163333 1.8 0.2 1.1 0.12
H 1.733580 1.109570 -3.398642 0.1 0.0 -0.9 0.07
H 0.604139 3.086185 -1.971000 -0.1 1.2 -2.0 0.08
H 0.474911 2.666149 -0.483153 -0.3 -0.7 0.8 0.10
H 3.018130 1.471274 -1.497198 -0.4 1.1 -0.3 0.13
H 2.796207 3.301032 -1.384010 0.9 0.5 -0.8 0.09
H 2.281615 2.991373 1.068896 -0.9 0.6 -0.4 0.10
H 2.232895 1.303253 0.789368 0.7 0.0 0.1 0.11
H 4.901814 1.729075 0.536348 0.9 -1.9 -0.5 0.06
H 3.974207 2.297689 2.065085 1.5 0.5 -2.8 0.15
H 3.946300 4.397896 0.227658 1.5 -1.2 0.0 0.08
H 5.120747 4.176299 1.303892 0.0 -0.7 -1.6 0.08
H -4.399313 -1.656596 -3.482207 3.9 1.9 -0.9 0.23
```
Forces are in eV/Å.

Molecular formula: C3H3NO2S
Method: DFT, the ωB97M-V functional and the def2-TZVPD basis

Calculated values
DFT total energy: -719.47454 hartree
Frontier orbital gap: 8.94 eV
HOMO level: -9.1 eV

The geometry in XYZ format:
```
10
Properties=species:S:1:pos:R:3:forces:R:3:lowdin_charge:R:1
O -2.456151 -0.551529 -0.148223 3.0 1.6 1.3 0.11
C -1.319141 -0.129096 0.080777 -1.6 -2.1 -2.2 -0.43
C -0.009408 -0.882830 0.102473 -0.7 -1.2 2.6 -0.08
C 1.078565 0.158548 0.054972 0.9 -1.3 0.0 -0.82
S 2.707924 -0.169639 -0.051593 -1.4 0.8 0.0 0.64
N 0.397902 1.316774 0.093312 1.0 0.6 -0.1 0.04
O -0.957361 1.160855 0.035040 -2.7 1.1 0.3 0.06
H 0.040789 -1.491340 -0.770167 0.1 -0.7 -0.6 0.12
H -0.047486 -1.571003 1.035173 0.6 1.1 -1.6 0.18
H 0.564368 2.159263 -0.431764 0.9 0.1 0.1 0.17
```
Forces are in eV/Å.

Molecular formula: C3H6S
Method: DFT, the ωB97M-V functional and the def2-TZVPD basis

Calculated values
DFT total energy: -516.04374 hartree
Frontier orbital gap: 10.06 eV
HOMO level: -9.1 eV

The geometry in XYZ format:
```
10
Properties=species:S:1:pos:R:3:forces:R:3:lowdin_charge:R:1
C -1.053645 -1.005354 -0.223580 -0.9 1.3 1.2 -0.05
C -0.800058 0.301989 -0.162725 0.1 0.6 0.9 -0.25
C 0.611962 0.847002 -0.162387 0.2 0.7 -1.4 -0.58
S 1.835874 -0.490874 -0.201007 0.5 0.5 -0.1 0.70
H -0.271907 -1.725239 -0.279192 0.3 -0.4 -0.3 0.00
H -2.021462 -1.317654 0.133899 -0.4 -0.3 -0.6 0.05
H -1.575590 1.077037 0.101201 0.6 -1.1 -0.5 0.11
H 0.880019 1.421517 0.735879 -0.6 0.0 -0.3 0.06
H 0.788672 1.540296 -1.038536 -0.1 -0.8 0.9 0.08
H 1.606135 -0.648718 1.096451 0.3 -0.6 0.3 -0.12
```
Forces are in eV/Å.

Molecular formula: C39H47Ge2N3O2V
Method: DFT, the ωB97M-V functional and the def2-TZVPD basis

Calculated values
DFT total energy: -6926.90816 hartree
Frontier orbital gap (alpha / beta): 7.53 / 5.99 eV
Spin multiplicity: 4
HOMO level (alpha / beta): -8.2 / -8.2 eV
⟨S²⟩: 3.784

The geometry in XYZ format:
```
94
Properties=species:S:1:pos:R:3:forces:R:3:lowdin_spin:R:1
V -0.131039 1.233506 -0.508566 -0.1 -1.8 -0.7 2.21
C 0.997161 1.117506 -3.874166 0.1 0.0 0.1 0.00
C 2.228461 0.571906 -3.212466 -0.1 0.1 0.2 0.01
C 3.127661 -0.219494 -3.907466 0.1 0.0 0.0 0.00
C 4.268361 -0.699794 -3.288466 0.0 0.0 0.0 0.01
C 4.505661 -0.401194 -1.959666 0.0 0.0 0.0 0.00
C 3.618661 0.378006 -1.227766 -0.2 0.1 -0.1 0.01
C 3.854161 0.666806 0.224534 -0.1 0.0 -0.1 0.00
C 2.471861 0.873406 -1.865066 0.9 -0.4 -0.5 0.02
N 1.579061 1.735706 -1.190466 0.9 -0.4 -0.5 0.01
C 2.020961 2.992706 -0.983966 1.0 0.8 -0.2 0.01
O 3.129361 3.447506 -1.239366 -0.6 0.0 0.3 0.01
C 0.904361 3.828106 -0.444866 -0.1 0.4 0.1 0.03
C 0.919261 5.187006 -0.173966 0.0 -0.1 0.0 -0.01
C -0.261239 5.796906 0.237734 0.0 -0.3 -0.1 0.03
C -1.427539 5.043006 0.319234 0.1 -0.1 0.0 -0.01
C -1.358939 3.696806 0.005234 0.0 0.5 0.0 0.03
N -0.211239 3.109606 -0.335566 -0.1 3.4 0.6 0.01
C -2.494239 2.747606 -0.171966 -1.0 0.5 0.3 0.01
O -3.668839 3.052706 -0.015266 0.6 0.1 0.0 0.00
N -2.011139 1.561006 -0.597766 -0.9 -0.6 -0.3 0.00
C -2.981639 0.702906 -1.154166 -1.1 -0.5 -0.3 0.01
C -3.301239 0.862406 -2.508966 0.2 0.0 0.2 0.00
C -2.654839 1.961406 -3.297666 0.1 0.0 0.1 0.00
C -4.246139 0.030306 -3.085766 0.0 0.0 0.0 0.00
C -4.907139 -0.915094 -2.322166 -0.1 0.0 -0.1 0.00
C -4.647339 -1.011394 -0.967666 0.1 0.0 0.0 0.00
C -3.681039 -0.217394 -0.364666 0.1 0.2 -0.2 0.00
C -3.409239 -0.303594 1.104434 0.1 0.1 -0.1 0.00
H 1.000861 0.922206 -4.943666 0.0 -0.1 0.0 0.00
H 0.935461 2.197606 -3.719466 -0.1 0.0 0.0 0.00
H 0.106761 0.649106 -3.438066 -0.1 0.1 -0.1 0.00
H 2.948761 -0.437894 -4.950966 -0.1 0.0 -0.1 0.00
H 4.972961 -1.303294 -3.842566 0.0 0.0 0.0 0.00
H 5.392161 -0.791594 -1.479966 0.1 0.0 0.1 0.00
H 4.723661 0.124206 0.591034 0.0 0.0 0.0 0.00
H 2.970261 0.373206 0.805534 0.2 0.0 0.0 0.00
H 4.022761 1.732906 0.379734 0.0 0.0 0.0 0.00
H 1.835461 5.743406 -0.300566 0.1 0.0 0.0 0.00
H -0.275839 6.854706 0.454834 0.0 0.1 0.0 0.00
H -2.374839 5.477406 0.598334 -0.1 0.0 0.0 0.00
H -1.579739 2.009106 -3.105566 -0.1 0.1 -0.1 0.00
H -3.078639 2.920306 -2.995066 0.0 0.1 0.0 0.00
H -2.824339 1.833006 -4.362966 0.0 0.0 -0.1 0.00
H -4.477939 0.145006 -4.134166 0.0 0.0 -0.1 0.00
H -5.637639 -1.561594 -2.786066 -0.1 0.0 0.0 0.00
H -5.203839 -1.710194 -0.359466 0.0 -0.1 0.1 0.00
H -3.914039 -1.158594 1.544934 0.0 -0.1 0.1 0.00
H -3.770139 0.603106 1.590134 0.0 0.1 0.1 0.00
H -2.334639 -0.389994 1.294334 -0.2 0.0 0.1 0.00
C 2.497061 1.420506 3.735634 -0.1 0.0 -0.1 0.00
C 1.716761 2.165306 2.660134 -0.5 -0.3 -0.4 0.01
Ge 0.049461 1.193906 1.963034 0.4 -0.2 1.7 0.04
C -1.423439 2.200906 2.958434 0.4 -0.2 -0.5 0.01
C -1.771739 1.608206 4.316534 0.1 0.0 -0.1 0.00
C 0.062061 -0.711494 2.545534 0.0 0.9 0.0 -0.01
C 0.126261 -1.734594 1.695934 0.0 0.8 -0.9 0.04
Ge 0.310461 -1.312994 -0.310366 0.3 -2.8 0.7 0.30
C -1.211139 -2.039194 -1.502066 0.3 0.6 0.2 0.09
C -0.955939 -3.339094 -2.239466 0.3 0.1 0.1 0.02
C 1.992061 -2.376294 -0.829566 -0.5 0.8 0.0 0.03
C 2.040761 -3.863794 -0.511966 -0.2 0.1 0.1 0.01
C 0.200961 -3.127694 2.148534 0.0 -0.3 0.2 0.01
C 1.089461 -3.488494 3.163434 -0.1 0.1 0.0 0.00
C 1.143661 -4.790894 3.623234 0.1 -0.1 0.1 0.00
C 0.321961 -5.762894 3.076434 0.0 0.0 0.0 0.00
C -0.556339 -5.416894 2.062834 0.0 -0.1 0.0 0.00
C -0.610339 -4.116794 1.595934 0.0 0.2 0.0 0.01
H 3.398761 1.971206 4.000734 0.1 0.0 0.1 0.00
H 2.789361 0.431506 3.389534 0.1 -0.1 0.0 0.00
H 1.902461 1.300306 4.638834 0.0 -0.1 0.1 0.00
H 2.374561 2.384806 1.820434 0.0 0.0 -0.1 0.00
H 1.372561 3.129506 3.042734 -0.1 0.0 0.0 0.00
H -2.316939 2.276506 2.340634 0.0 0.0 0.0 0.00
H -1.041939 3.213906 3.110434 0.0 0.0 -0.2 0.00
H -2.249739 0.636406 4.216434 0.0 -0.1 0.0 0.00
H -2.458439 2.269306 4.847534 0.0 0.0 0.1 0.00
H -0.871939 1.496106 4.920334 0.0 -0.1 0.2 0.00
H -0.015039 -0.883294 3.615334 0.0 -0.3 0.2 0.00
H -1.382939 -1.247394 -2.239966 -0.1 -0.1 0.1 0.00
H -2.119639 -2.110094 -0.904566 0.1 0.1 0.1 0.00
H -0.020439 -3.287094 -2.793866 0.1 -0.2 -0.1 0.00
H -1.763339 -3.519694 -2.949466 0.0 0.0 0.0 0.01
H -0.911939 -4.177794 -1.548466 0.1 -0.2 -0.1 0.00
H 2.836161 -1.895494 -0.339466 0.0 0.1 0.0 0.00
H 2.134761 -2.238794 -1.903766 0.0 0.2 0.0 0.00
H 2.041161 -4.053494 0.557734 0.0 -0.1 0.0 0.00
H 2.956561 -4.278494 -0.930766 0.1 -0.1 0.0 0.00
H 1.205761 -4.395594 -0.953266 -0.1 -0.2 0.0 0.00
H 1.748861 -2.739994 3.581034 0.0 0.1 0.0 0.00
H 1.832461 -5.051594 4.413434 0.1 0.0 0.1 0.00
H 0.364661 -6.777194 3.444334 0.0 -0.1 0.0 0.00
H -1.199339 -6.169494 1.633034 -0.1 -0.1 -0.1 0.00
H -1.298039 -3.852794 0.805234 -0.1 0.0 -0.1 0.00
```
Forces are in eV/Å.

Look up the DFT total energy of the fourth one. -719.47454 hartree

Number 4 is which compound? C3H3NO2S

Which value of DFT total energy does entry 4 give? -719.47454 hartree

Which of these has the highest DFT total energy? N2